{"formula": "C52H72ClFN8O6S", "method": "ωB97M-V/def2-TZVPD", "energy_ev": -105365.05974, "homo_ev": -8.11, "orbital_gap_ev": 7.79, "species": ["C", "H", "H", "C", "H", "H", "C", "H", "C", "H", "C", "H", "C", "H", "O", "N", "F", "H", "H", "C", "C", "H", "H", "O", "H", "H", "C", "H", "H", "O", "C", "C", "C", "C", "C", "H", "H", "H", "H", "H", "C", "H", "C", "N", "H", "H", "H", "S", "C", "H", "C", "C", "C", "H", "N", "H", "H", "C", "H", "H", "H", "H", "C", "C", "H", "H", "H", "H", "C", "H", "O", "C", "O", "C", "H", "C", "C", "H", "H", "Cl", "C", "H", "H", "C", "O", "C", "H", "N", "H", "N", "C", "H", "C", "C", "C", "H", "H", "N", "H", "C", "H", "H", "N", "N", "H", "C", "H", "C", "H", "H", "H", "C", "H", "H", "C", "C", "C", "H", "C", "C", "C", "C", "H", "H", "H", "H", "H", "H", "H", "H", "H", "H", "H", "C", "C", "C", "C", "H", "H", "C", "C"], "xyz": [[0.292, 8.049, -0.451], [-2.037, 5.886, -0.584], [-5.649, -0.011, 4.194], [-10.601, 7.461, 0.022], [-3.271, -0.116, 5.500], [-1.414, -0.714, 3.622], [-11.865, 7.389, -0.622], [2.598, -1.800, -6.025], [-8.107, -1.318, 3.105], [7.152, -2.787, 1.548], [-10.160, -0.619, 3.697], [-2.091, 7.067, 1.623], [6.206, -6.661, 1.136], [3.026, -0.006, 0.867], [5.413, -0.298, 1.368], [2.735, 3.974, 0.921], [4.244, -3.208, 4.003], [6.633, -6.389, 0.164], [-7.190, -1.845, 2.902], [6.841, -3.107, -1.833], [-1.371, 7.285, 0.853], [-5.096, -0.552, 1.594], [6.659, -4.389, -0.210], [2.871, -4.572, 2.992], [4.812, 6.430, 0.449], [1.995, 0.173, -0.550], [-0.343, 8.188, 0.812], [-8.569, 7.208, -0.864], [-4.973, 2.743, -0.080], [5.146, -0.509, -1.166], [-2.477, -0.579, 3.521], [-4.611, -3.687, -1.024], [3.789, -2.756, 0.521], [-4.683, -0.223, 3.765], [-3.439, -0.278, 4.448], [-9.494, -2.735, 4.015], [1.465, -0.851, 0.724], [1.726, 2.434, -2.160], [0.447, -2.749, 0.439], [3.575, -1.505, 2.364], [1.875, -2.513, -1.157], [8.793, -8.106, 0.304], [-9.486, 0.443, 3.155], [-8.240, 0.008, 2.794], [5.471, -7.451, 0.937], [1.139, 8.607, -0.815], [5.114, -1.823, -3.340], [5.809, -1.041, 0.185], [-5.664, 3.210, -0.763], [-11.168, -0.598, 4.075], [2.365, -0.547, 0.188], [-3.446, -3.354, -0.386], [-4.367, -3.597, -2.420], [5.970, 4.100, 1.243], [-1.401, 1.544, -2.358], [-10.416, 7.652, 1.066], [-0.074, 8.872, 1.600], [3.928, -1.142, -1.616], [4.549, -5.256, 1.138], [2.153, 5.925, 0.281], [8.989, -6.937, 2.805], [8.548, -3.518, -0.473], [9.168, -7.136, 0.635], [6.125, -3.137, 1.720], [-7.195, 4.205, 0.431], [8.785, -4.079, -2.147], [-9.785, 1.464, 2.995], [-12.313, 6.997, -2.772], [4.106, -1.937, -2.943], [3.347, -3.729, 0.297], [7.234, -0.889, 0.009], [0.659, 2.307, -2.071], [6.221, -4.452, 2.191], [3.917, 3.361, 1.224], [-9.824, 6.863, -3.002], [3.420, -3.525, 2.979], [-1.486, 2.559, -1.443], [-7.531, 0.576, 2.367], [8.942, -6.424, -0.168], [4.798, -4.905, -1.446], [-6.791, 3.952, -0.535], [5.759, -2.474, 2.511], [-3.205, -3.296, 0.663], [-9.284, -1.738, 3.665], [7.141, -7.198, 2.042], [5.397, -5.523, 1.774], [3.935, 2.323, 1.513], [-5.489, 3.117, -2.119], [4.943, -5.969, 2.667], [-10.280, 7.043, -2.127], [8.362, -3.288, -1.526], [-2.630, -0.918, 1.440], [-7.320, 4.317, -1.802], [-0.371, 7.064, -1.136], [-0.225, 3.052, -1.242], [2.320, -3.134, -4.710], [0.550, -4.094, -0.863], [-3.092, -0.704, 2.304], [-2.484, -3.026, -3.473], [5.970, -3.710, -0.709], [-0.211, 6.651, -2.117], [1.741, -2.491, -2.239], [-2.508, -3.069, -1.340], [-1.384, 6.607, -0.336], [0.036, 3.857, -0.574], [-4.436, -0.493, 2.444], [0.177, 0.637, -3.471], [-3.063, -3.210, -2.583], [-2.172, 0.996, -2.692], [8.891, -2.355, -1.723], [-5.069, -3.793, -3.213], [3.057, -1.776, -0.516], [-1.558, -2.798, -1.158], [-8.206, 4.902, -1.987], [4.314, 5.499, 0.661], [-6.497, 3.786, -2.758], [8.439, -6.648, 1.908], [3.817, -2.985, -2.858], [5.354, -2.814, 0.404], [2.690, -2.152, -5.002], [3.227, -1.369, -4.052], [2.965, 5.274, 0.566], [-5.535, -3.964, -0.544], [3.344, -0.290, -1.974], [6.663, -3.688, -2.738], [-12.832, 7.514, -0.166], [2.141, -2.474, 1.866], [8.421, -5.553, 1.874], [3.019, -0.296, -4.020], [-2.434, 2.840, -1.013], [1.838, 3.526, 0.949], [10.250, -7.140, 0.761], [6.702, -2.063, -2.090], [-0.098, 1.387, -2.749], [-11.634, 7.128, -1.946], [-9.644, 7.241, -0.932], [4.921, 4.280, 1.077], [-4.739, 2.634, -2.575], [-6.541, 3.827, -3.833], [3.228, -2.439, 1.924], [0.902, -3.143, -0.468]], "forces_ev_per_a": [[0.0, -0.1, -0.1], [0.0, 0.0, 0.0], [0.0, 0.0, 0.0], [0.0, 0.0, 0.0], [0.0, 0.0, 0.0], [0.0, 0.0, 0.0], [0.0, 0.0, 0.0], [-1.1, 0.2, 0.2], [0.0, 0.0, -0.1], [-0.1, -0.2, -0.1], [0.0, 0.0, 0.0], [0.0, 0.0, 0.0], [-0.9, 0.1, 0.1], [0.0, -0.1, -0.1], [-1.5, -0.8, -1.1], [-0.1, 0.0, -0.1], [-0.2, 0.3, -0.2], [0.2, 0.0, 0.2], [0.0, 0.0, 0.0], [1.2, -0.4, -0.3], [-0.1, 0.0, 0.0], [0.0, 0.0, 0.0], [-0.3, 0.1, 0.2], [-0.2, -0.1, 0.0], [0.0, 0.0, 0.0], [0.2, -0.2, -0.1], [0.0, 0.0, 0.0], [0.0, 0.0, 0.0], [0.0, 0.0, 0.0], [-0.1, -1.1, 1.1], [0.0, 0.0, 0.0], [0.0, 0.0, 0.0], [-0.8, 0.0, -0.1], [0.0, 0.0, 0.0], [0.0, 0.0, 0.0], [0.0, 0.0, 0.0], [0.2, 0.0, 0.2], [0.0, 0.1, 0.0], [0.9, -0.7, 0.7], [-0.1, 0.1, -0.3], [0.0, -0.2, 0.2], [0.2, -0.1, 0.2], [0.0, 0.0, 0.0], [0.0, 0.0, 0.1], [0.1, 0.0, -0.1], [0.0, 0.0, 0.0], [0.0, -0.2, 0.2], [3.0, 1.7, 1.6], [0.1, 0.0, 0.0], [0.0, 0.0, 0.0], [0.0, 0.2, 0.2], [0.1, 0.0, 0.1], [0.0, 0.0, 0.0], [0.0, 0.0, 0.0], [0.0, 0.1, 0.0], [0.0, 0.0, 0.0], [0.0, 0.0, 0.0], [-0.9, 0.1, -1.5], [0.3, 0.2, -0.1], [0.0, 0.0, 0.0], [-0.1, -0.1, 0.0], [0.0, 0.0, -0.1], [-0.6, 0.6, -0.1], [0.2, 1.0, 0.3], [0.0, 0.0, 0.0], [0.0, 0.0, 0.1], [0.0, 0.0, 0.0], [0.0, 0.0, 0.0], [-1.3, 0.4, 0.2], [0.5, -0.1, -0.1], [-0.6, -0.7, -0.9], [0.0, 0.0, 0.0], [0.0, 0.1, -0.3], [0.0, -0.2, 0.1], [0.0, 0.0, 0.0], [0.1, -0.2, -0.2], [-0.1, -0.1, 0.0], [0.0, 0.0, 0.0], [0.2, -0.2, -0.1], [0.0, 0.3, 0.1], [0.0, 0.0, 0.1], [-0.1, -0.2, -0.1], [0.0, -0.1, 0.0], [0.0, 0.0, 0.0], [0.2, 0.2, -0.2], [-0.1, -1.0, 0.2], [0.1, 0.0, 0.0], [-0.1, 0.0, 0.1], [0.1, 0.2, 0.0], [0.0, 0.0, 0.1], [-0.3, 0.4, 0.1], [0.0, 0.0, 0.0], [0.0, 0.0, -0.1], [0.0, 0.0, 0.0], [0.0, 0.0, 0.1], [1.1, -0.5, -0.6], [-1.0, 0.7, -0.4], [0.0, 0.0, 0.0], [0.0, 0.0, 0.0], [0.2, -0.3, -0.7], [0.0, 0.0, 0.0], [1.0, -1.0, 0.0], [-0.1, 0.1, 0.0], [0.1, 0.0, 0.1], [0.0, 0.1, -0.1], [0.0, 0.0, -0.1], [0.0, 0.0, 0.0], [0.0, 0.0, 0.0], [0.0, 0.0, 0.0], [0.0, -0.1, -0.1], [0.0, 0.0, 0.0], [-1.2, 1.5, 0.4], [0.1, -0.1, 0.0], [0.0, 0.0, 0.0], [0.0, -0.1, 0.0], [0.0, 0.0, 0.0], [0.7, -0.2, -0.3], [0.6, -0.1, 0.1], [-0.7, 0.5, -0.2], [0.1, 0.5, 0.6], [-0.2, -0.3, 0.2], [0.0, 0.1, 0.0], [0.0, 0.0, 0.0], [0.1, 0.1, 0.4], [-0.3, 0.1, 0.1], [0.0, 0.0, 0.0], [0.1, 0.4, -0.3], [-0.2, -0.1, 0.2], [1.1, 0.1, -0.7], [0.0, 0.0, 0.0], [0.0, 0.0, 0.0], [-0.1, -0.1, 0.1], [-0.4, -0.1, 0.3], [0.0, -0.1, 0.0], [0.0, 0.0, 0.0], [0.1, 0.0, 0.0], [0.0, 0.1, 0.0], [0.0, 0.0, 0.0], [0.0, 0.0, 0.0], [0.5, -0.6, 1.2], [0.1, 0.3, -0.4]], "lowdin_charge": [-0.12, 0.13, 0.08, -0.11, 0.09, 0.10, -0.11, 0.06, -0.15, 0.13, -0.11, 0.10, -0.20, 0.07, -0.25, 0.00, 0.11, 0.09, 0.10, -0.26, -0.14, 0.10, 0.07, 0.17, 0.09, 0.08, -0.11, 0.10, 0.10, -0.15, -0.14, -0.11, -0.19, -0.11, -0.10, 0.09, 0.08, 0.10, 0.06, 0.12, -0.08, 0.08, -0.14, 0.00, 0.14, 0.09, 0.12, 0.71, -0.15, 0.09, -0.02, -0.15, -0.11, 0.09, 0.01, 0.09, 0.09, -0.27, 0.08, 0.09, 0.12, 0.07, -0.07, -0.18, 0.09, 0.07, 0.10, 0.10, -0.15, 0.09, -0.25, -0.11, -0.09, -0.14, 0.14, -0.45, -0.14, 0.13, 0.05, 0.73, -0.11, 0.12, 0.10, -0.11, -0.13, -0.19, 0.09, 0.00, 0.13, 0.00, -0.07, 0.12, -0.11, -0.15, -0.11, 0.06, 0.08, 0.00, 0.10, -0.52, 0.11, 0.11, 0.00, 0.00, 0.08, -0.16, 0.10, -0.15, 0.14, 0.08, 0.09, -0.33, 0.10, 0.07, -0.11, -0.14, -0.25, 0.06, -0.32, 0.01, -0.18, -0.13, 0.09, 0.12, 0.09, 0.09, 0.11, 0.11, 0.10, 0.09, 0.12, 0.07, 0.07, -0.14, -0.14, -0.15, -0.11, 0.13, 0.11, -0.05, 0.02]}